# 1
3 unconnected molecules or ions with the total composition C34H67BClN3O12PS in a non-equilibrium geometry, computed with ωB97M-V/def2-TZVPD.

## Properties
- E_LUMO (alpha / beta): 1.9 / 1.5 eV
- HOMO level (alpha / beta): -5.528 / -5.528 eV
- Gap between HOMO and LUMO (alpha / beta): 7.4657 / 7.0544 eV
- Spin multiplicity: 3
- Charge: -1

CARTESIAN COORDINATES (ANGSTROEM)
C 3.74 -8.25 0.21
C 2.56 -8.30 -0.74
O 2.63 -7.32 -1.75
C 3.42 -7.64 -2.88
C 2.64 -7.28 -4.15
O 3.14 -6.13 -4.80
C 3.06 -5.00 -3.94
C 2.41 -3.79 -4.60
O 1.55 -3.16 -3.66
C 2.01 -1.96 -3.08
C 2.06 -2.10 -1.52
C 0.61 -1.89 -0.99
C -0.33 -3.11 -1.03
C -0.69 -3.70 0.34
Cl -0.47 -5.47 0.39
O 2.52 -3.44 -1.32
S 3.29 -3.81 0.05
O 2.71 -5.00 0.60
O 4.68 -3.88 -0.31
C 2.98 -2.43 1.14
C 3.56 -2.62 2.58
O 3.21 -1.70 3.32
O 4.29 -3.59 2.78
C 3.48 -1.14 0.48
B 5.06 -0.93 0.62
O 5.90 -1.71 1.34
O 5.59 0.13 -0.08
C 6.38 1.05 0.66
C 3.06 -1.02 -1.02
P 2.31 0.66 -1.20
N 3.23 1.89 -0.83
H 4.68 -8.49 -0.28
H 3.60 -9.00 1.00
H 3.81 -7.28 0.69
H 2.46 -9.31 -1.17
H 1.65 -8.12 -0.17
H 4.30 -7.00 -2.84
H 3.71 -8.69 -2.88
H 1.59 -7.12 -3.87
H 2.68 -8.10 -4.87
H 4.03 -4.74 -3.52
H 2.43 -5.24 -3.08
H 3.13 -3.09 -5.02
H 1.80 -4.15 -5.43
H 1.35 -1.15 -3.38
H 3.02 -1.71 -3.41
H 0.61 -1.43 -0.01
H 0.14 -1.15 -1.65
H 0.00 -3.88 -1.72
H -1.27 -2.72 -1.43
H -1.75 -3.56 0.51
H -0.17 -3.22 1.16
H 1.90 -2.39 1.25
H 3.01 -0.31 1.01
H 5.57 -2.61 1.51
H 6.43 0.80 1.72
H 5.96 2.05 0.57
H 7.40 1.07 0.28
H 3.95 -1.05 -1.65
H 1.19 0.63 -0.37
H 1.82 0.78 -2.52
H 3.32 2.49 -1.64
C -3.96 2.43 -1.28
C -3.93 0.88 -1.28
C -5.34 0.33 -1.46
C -6.22 0.52 -0.23
C -5.55 -0.07 1.01
C -4.12 0.43 1.24
N -3.31 0.36 -0.02
O -2.86 -0.84 -0.20
C -4.14 1.87 1.78
C -3.46 -0.41 2.32
C -3.06 0.49 -2.47
H -4.16 2.78 -2.29
H -4.74 2.85 -0.65
H -3.00 2.84 -0.97
H -5.28 -0.74 -1.69
H -5.80 0.81 -2.33
H -6.44 1.58 -0.07
H -7.18 0.03 -0.39
H -6.14 0.15 1.90
H -5.53 -1.16 0.91
H -3.13 2.30 1.77
H -4.50 1.89 2.81
H -4.79 2.55 1.22
H -3.48 -1.47 2.09
H -4.00 -0.26 3.26
H -2.42 -0.11 2.48
H -2.03 0.83 -2.33
H -3.46 0.95 -3.37
H -3.04 -0.59 -2.62
C -2.30 7.73 3.90
C -2.56 6.38 3.20
C -1.51 5.36 3.63
C -0.13 5.63 3.03
C -0.22 5.73 1.51
C -1.26 6.74 1.02
N -2.57 6.54 1.71
O -3.22 5.56 1.17
C -0.75 8.18 1.22
C -1.45 6.57 -0.48
C -3.94 5.93 3.68
H -2.55 7.65 4.96
H -1.26 8.05 3.86
H -2.91 8.52 3.47
H -1.84 4.36 3.32
H -1.45 5.35 4.72
H 0.30 6.54 3.46
H 0.55 4.82 3.30
H 0.76 6.01 1.10
H -0.45 4.74 1.11
H -1.55 8.90 1.03
H 0.06 8.38 0.51
H -0.34 8.36 2.20
H -1.71 5.55 -0.75
H -0.52 6.81 -0.99
H -2.23 7.23 -0.86
H -4.71 6.63 3.34
H -3.95 5.91 4.77
H -4.19 4.94 3.32



# 2
2 unconnected molecules or ions with the total composition C3H10S2, computed with ωB97M-V/def2-TZVPD.

## Properties
- Structure (SMILES): CCS.CS
- Energy above the lowest of the compared OMol25 structures with the same formula, charge and spin: 0.337 eV
- E_LUMO: 0.7 eV
- HOMO level: -9.023 eV
- Gap between HOMO and LUMO: 9.7476 eV
- Spin multiplicity: 1
- Charge: 0

CARTESIAN COORDINATES (ANGSTROEM)
S -0.65 -2.27 1.24
C 1.31 -0.71 2.50
C -0.16 -0.75 2.12
H 0.17 -2.09 0.18
H 1.57 -1.58 3.12
H 1.53 0.21 3.07
H 1.94 -0.72 1.59
H -0.80 -0.75 3.03
H -0.45 0.13 1.51
S 0.64 1.35 -3.10
C -1.13 1.67 -2.89
H 0.51 0.25 -3.88
H -1.21 2.57 -2.25
H -1.65 0.83 -2.39
H -1.63 1.87 -3.85



# 3
C6H11OP in the gas phase in a non-equilibrium geometry, computed with ωB97M-V/def2-TZVPD.

## Properties
- Structure (SMILES): C#CC[C@@H](C)[P@H](C)=O
- Energy above the lowest of the compared OMol25 structures with the same formula, charge and spin: 2.647 eV
- E_LUMO: 0.8 eV
- HOMO level: -9.680 eV
- Gap between HOMO and LUMO: 10.4572 eV
- Spin multiplicity: 1
- Charge: 0

CARTESIAN COORDINATES (ANGSTROEM)
C -2.07 0.57 0.34
C -2.77 1.42 0.85
C -1.27 -0.51 -0.21
C 0.09 -0.54 0.57
C 0.91 -1.84 0.52
C 1.22 1.04 -1.62
O 2.28 0.98 1.16
P 1.15 0.90 0.20
H 0.22 1.84 0.39
H -3.47 1.95 1.50
H -1.77 -1.44 0.12
H -1.31 -0.55 -1.26
H -0.29 -0.34 1.51
H 1.87 -1.58 0.96
H 1.16 -2.20 -0.49
H 0.37 -2.57 1.10
H 1.57 -0.01 -1.58
H 0.26 1.02 -2.06
H 1.84 1.86 -2.01